#i
{"formula": "C5H9NO7", "method": "wB97M-V/def2-TZVPD", "lumo_ev": 0.312, "homo_ev": -9.76, "smiles": "O=C([C@H](O)NO)[C@@H](O)CO.O=C=O", "gap_ha": 0.3702, "charge": 0, "elements": ["C", "C", "C", "C", "C", "N", "O", "O", "O", "O", "O", "O", "O", "H", "H", "H", "H", "H", "H", "H", "H", "H"], "coordinates": [[4.12778, 0.12054, 0.42939], [-1.06791, -2.12883, 0.13709], [0.15151, 1.36482, 0.11214], [-0.98261, -0.81725, 1.00912], [0.28269, -0.00442, 0.70295], [-0.76914, 1.33454, -1.08016], [-0.19596, 0.84524, -2.20861], [4.27239, -0.86254, 1.00210], [3.92052, 1.08290, -0.13988], [-1.60814, -1.88710, -1.14995], [-0.48855, 2.19302, 1.06864], [-2.15971, -0.07235, 0.93375], [1.37264, -0.57591, 0.61578], [-0.05976, -2.54358, 0.08567], [-1.74494, -2.97563, 0.44969], [1.18349, 1.64880, -0.05002], [-0.88209, -1.12870, 2.08818], [-1.28863, 2.29163, -1.05447], [-0.94375, -1.46473, -1.66720], [-1.29122, 1.73149, 1.28652], [-2.20212, 0.25746, 0.05174], [0.37351, 1.59061, -2.62245]], "mulliken_charge": [0.76, -0.60, -0.25, 0.18, 0.45, -0.24, -0.42, -0.36, -0.38, -0.52, -0.59, -0.65, -0.55, 0.33, 0.31, 0.36, 0.32, 0.27, 0.31, 0.49, 0.45, 0.33]}

#ii
{"formula": "C5H9NO7", "method": "wB97M-V/def2-TZVPD", "lumo_ev": [-0.906, -2.918], "homo_ev": [-9.70, -6.79], "gap_ha": [0.3234, 0.1423], "charge": 0, "elements": ["C", "C", "C", "O", "C", "C", "O", "O", "O", "N", "O", "O", "O", "H", "H", "H", "H", "H", "H", "H", "H", "H"], "coordinates": [[-2.02262, -0.92871, -1.47612], [-1.64941, -0.92031, -0.05106], [-1.03240, -2.09308, 0.64032], [-0.49432, -2.98218, -0.29128], [0.25588, 0.50706, -0.15587], [-0.00340, 1.91990, 0.29287], [-1.03048, 2.53711, 0.00502], [0.45118, 0.19002, -1.31922], [3.11023, 1.59214, 0.35458], [3.75853, 1.01360, -0.53314], [4.97568, 1.08824, -0.74781], [-2.28896, -0.15875, 0.81625], [-3.15940, 0.81717, 0.07824], [-1.20874, -1.33073, -2.10627], [-2.90926, -1.57911, -1.62828], [-2.30197, 0.07397, -1.83646], [-0.31356, -1.72233, 1.38890], [-1.85470, -2.55285, 1.20646], [-0.06610, -3.71324, 0.19663], [0.36781, -0.18900, 0.71024], [0.88024, 2.33155, 0.86191], [-2.51750, 1.57738, -0.02155]], "mulliken_charge": [-1.18, 0.35, -0.55, -0.50, 0.53, 0.05, -0.56, -0.53, -0.28, 0.59, -0.32, -0.29, -0.38, 0.35, 0.39, 0.33, 0.36, 0.38, 0.32, 0.14, 0.33, 0.47]}

Energy relative to the most stable one, in eV: #i 0.000; #ii 8.173

#i
{"formula": "C6H6O2", "method": "wB97M-V/def2-TZVPD", "lumo_ev": 0.317, "homo_ev": -8.34, "gap_ha": 0.3180, "charge": 0, "elements": ["C", "C", "C", "C", "C", "C", "O", "O", "H", "H", "H", "H", "H", "H"], "coordinates": [[2.09559, 0.51591, 0.47281], [-0.53821, 0.54901, 0.14298], [0.46652, -1.01153, -0.87933], [0.77601, 0.09354, -0.10339], [-1.34581, -0.48218, -0.29719], [-2.48298, -1.13013, -0.14856], [-0.93410, 1.79135, 0.41619], [0.77796, -1.83688, -1.66417], [-0.17924, 2.39662, 0.37503], [2.25692, 1.58538, 0.30331], [2.92131, -0.02369, 0.00845], [2.13516, 0.36194, 1.55530], [-3.16529, -0.90785, 0.66908], [-2.78384, -1.90148, -0.85049]], "mulliken_charge": [-1.21, 0.46, 0.32, 0.23, 0.09, -0.69, -0.49, -0.50, 0.34, 0.32, 0.35, 0.28, 0.25, 0.25]}

#ii
{"formula": "C6H6O2", "method": "wB97M-V/def2-TZVPD", "lumo_ev": 0.647, "homo_ev": -8.05, "gap_ha": 0.3197, "charge": 0, "elements": ["C", "C", "C", "C", "C", "C", "O", "O", "H", "H", "H", "H", "H", "H"], "coordinates": [[1.53957, 0.00269, 0.16109], [0.23781, -0.59475, 0.37531], [2.64143, -0.27036, 0.77568], [-0.16037, -1.35384, 1.34212], [-1.34604, 1.15507, -0.69495], [-0.86785, -0.29709, -0.67317], [3.64202, -0.66514, 1.26835], [-0.43849, -2.05957, 2.24494], [1.66565, 0.47521, -0.71268], [-1.33941, 1.65594, 0.26932], [-0.70188, 1.88016, -1.14828], [-2.37877, 1.39787, -1.02479], [-0.62424, -0.44373, -1.72557], [-1.86945, -0.88245, -0.45738]], "mulliken_charge": [-0.84, 0.43, 0.43, 0.59, -1.22, -0.65, -0.41, -0.44, 0.47, 0.38, 0.35, 0.34, 0.31, 0.26]}

Energy relative to the most stable one, in eV: #i 0.345; #ii 0.000